(1)
This record from the OMol25 dataset describes 10 unconnected molecules or ions with the total composition C3H26O9 at a distorted geometry. The level of theory is ωB97M-V with the def2-TZVPD basis set.

XYZ file:
```
38
C3H26O9 | the OMol25 dataset | ωB97M-V with the def2-TZVPD basis set
C 1.72 -2.65 0.51
C 0.61 -1.86 1.15
C 0.83 -1.49 2.65
H 1.70 -2.63 -0.64
H 1.81 -3.66 0.86
H 2.73 -2.39 0.71
H -0.38 -2.36 0.89
H 0.56 -0.75 0.66
H 1.27 -2.28 3.31
H 1.58 -0.72 2.88
H -0.07 -1.24 3.14
H -0.29 -1.99 -2.03
H -1.48 -2.44 -2.92
O -0.60 -2.07 -2.99
H 1.39 3.77 -0.47
H 0.83 2.75 0.53
O 0.77 3.62 0.23
H -1.18 1.98 -0.36
H -1.50 3.52 -0.46
O -1.61 2.67 -0.78
H -2.66 -1.30 0.42
H -3.05 -0.08 -0.28
O -2.15 -0.69 -0.24
H -1.15 0.48 -2.31
H 0.03 -0.24 -3.10
O -0.25 0.48 -2.54
H 1.77 1.58 1.94
H 2.99 2.44 1.41
O 2.34 1.69 1.23
H 2.12 0.09 -0.40
H 1.55 0.00 -1.90
O 2.16 -0.37 -1.19
H -0.97 -0.05 0.85
H -0.75 0.61 2.30
O -0.75 0.74 1.32
H -3.04 1.87 -0.82
H -3.39 1.76 -2.14
O -3.49 1.20 -1.40
```

Computed properties:
- Kohn-Sham gap (eV) = 10.4
- SMILES string = CCC.O.O.O.O.O.O.O.O.O
- spin multiplicity = 1
- max |F| (eV Å⁻¹) = 6.02
- LUMO level (Ha) = 0.0072

Atom charges from the natural (NBO) analysis, given in e for atoms 1 to 4:
1 C -0.63
2 C -0.43
3 C -0.62
4 H 0.23



(2)
This record from the OMol25 dataset describes 11 unconnected molecules or ions with the total composition C3H27O11 at a distorted geometry. The level of theory is ωB97M-V with the def2-TZVPD basis set.

XYZ file:
```
41
C3H27O11 | the OMol25 dataset | ωB97M-V with the def2-TZVPD basis set
C 9.56 17.44 17.86
C 10.03 16.22 17.19
C 10.13 14.96 18.03
O 9.13 15.89 16.10
H 8.68 17.30 18.36
H 9.49 18.33 17.32
H 10.32 17.65 18.59
H 11.06 16.42 16.82
H 9.86 14.09 17.48
H 9.27 15.01 18.75
H 11.12 14.92 18.56
O 10.74 18.78 14.73
H 11.47 18.31 15.03
H 11.20 19.45 14.20
O 7.72 17.95 15.16
H 8.16 17.16 15.57
H 8.11 18.79 15.34
O 5.68 17.43 17.27
H 6.38 17.78 16.74
H 5.26 18.22 17.59
O 7.56 12.37 18.47
H 7.65 13.26 18.10
H 7.89 12.54 19.38
O 10.88 11.90 16.77
H 11.55 11.98 17.42
H 10.49 11.08 16.99
O 12.88 14.60 16.58
H 12.70 13.86 17.15
H 12.41 15.32 16.95
O 10.53 15.41 13.95
H 10.18 15.95 14.64
H 10.91 16.08 13.36
O 6.98 14.83 17.44
H 7.73 15.41 17.33
H 6.32 15.39 17.04
O 8.85 13.49 14.88
H 8.20 12.87 15.31
H 8.93 14.12 15.62
O 13.05 12.21 18.13
H 13.37 11.29 18.00
H 12.59 12.35 18.94
```

Computed properties:
- Kohn-Sham gap (eV) = 6.9
- spin multiplicity = 1
- net charge = -1
- max |F| (eV Å⁻¹) = 4.17
- LUMO level (Ha) = 0.0860

Atom charges from the natural (NBO) analysis, given in e for atoms 1 to 4:
1 C -0.62
2 C 0.10
3 C -0.65
4 O -0.99



(3)
This record from the OMol25 dataset describes 11 unconnected molecules or ions with the total composition C3H29N2O11S at a distorted geometry. The level of theory is ωB97M-V with the def2-TZVPD basis set.

XYZ file:
```
46
C3H29N2O11S | the OMol25 dataset | ωB97M-V with the def2-TZVPD basis set
N -0.94 -0.85 -1.18
C -0.76 0.60 -0.90
C -1.41 1.54 -1.94
S -3.20 1.34 -1.94
C 0.80 0.83 -0.90
N 1.37 2.02 -0.79
O 1.49 -0.19 -0.95
H -0.73 -1.48 -0.38
H -1.94 -1.00 -1.31
H -0.30 -1.17 -1.94
H -1.11 0.78 0.12
H -1.18 2.52 -1.56
H -1.05 1.36 -2.95
H -3.63 1.88 -0.77
H 2.37 1.98 -0.81
H 0.95 2.89 -0.53
H 1.15 -2.36 -2.81
H 0.20 -2.26 -4.13
O 0.51 -1.83 -3.33
H -0.76 4.77 -0.61
H -1.64 3.86 0.10
O -0.69 3.94 -0.11
H 2.38 2.19 2.69
H 0.84 1.80 2.81
O 1.64 1.76 2.27
H 3.70 -1.07 2.46
H 2.70 0.19 2.52
O 2.91 -0.70 2.87
H 4.00 -0.57 -0.06
H 4.27 -2.07 0.05
O 4.36 -1.24 0.52
H -2.76 -2.57 1.00
H -1.81 -1.78 1.90
O -1.98 -2.00 0.97
H -4.04 0.96 2.07
H -2.60 0.45 2.27
O -3.15 1.01 1.70
H 1.35 -2.94 -0.44
H 2.43 -3.96 -0.91
O 1.71 -3.40 -1.20
H -0.50 -1.14 2.92
H -1.44 -1.11 4.22
O -1.28 -0.75 3.34
H 1.84 -1.67 1.86
H 1.30 -1.33 0.43
O 1.20 -1.96 1.16
```

Computed properties:
- Kohn-Sham gap (alpha / beta) (eV) = 9.4 / 3.7
- spin multiplicity = 2
- net charge = +2
- max |F| (eV Å⁻¹) = 1.57
- LUMO level (alpha / beta) (Ha) = -0.2394 / -0.4482

Atom charges from the natural (NBO) analysis, given in e for atoms 1 to 4:
1 N -0.73
2 C -0.14
3 C -0.62
4 S 0.69



(4)
This record from the OMol25 dataset describes 12 unconnected molecules or ions with the total composition C3H29NO12 at a distorted geometry. The level of theory is ωB97M-V with the def2-TZVPD basis set.

XYZ file:
```
45
C3H29NO12 | the OMol25 dataset | ωB97M-V with the def2-TZVPD basis set
C 0.05 -1.35 -0.63
N 0.07 -2.51 -0.05
C -0.94 -3.58 -0.06
C 1.25 -3.26 0.51
O -1.09 -0.90 -0.73
H 1.04 -0.85 -0.90
H -1.90 -3.19 -0.33
H -1.10 -3.78 0.94
H -0.84 -4.46 -0.77
H 1.08 -4.35 0.15
H 1.07 -3.26 1.57
H 2.28 -2.89 0.25
H -1.61 0.23 -2.27
H -3.05 0.25 -3.04
O -2.13 0.45 -2.97
H 1.10 4.26 -1.90
H 0.57 3.31 -0.77
O 1.40 3.77 -1.13
H 0.80 -0.20 -3.24
H 1.55 0.91 -2.84
O 1.12 0.19 -2.46
H 2.34 1.65 -0.67
H 3.39 0.77 -1.02
O 2.49 0.73 -0.53
H -2.54 -1.05 -0.24
H -3.68 -0.35 -0.28
O -3.51 -1.20 -0.12
H -2.55 -1.82 2.66
H -1.17 -2.37 2.56
O -1.94 -2.48 3.09
H 0.22 3.17 1.15
H -1.25 2.47 1.32
O -0.66 2.92 0.80
H 3.29 0.25 2.46
H 3.00 0.68 0.96
O 3.67 0.80 1.70
H 0.03 1.01 0.75
H -0.98 0.26 1.60
O -0.04 0.22 1.27
H -1.99 2.12 -0.46
H -3.48 2.73 -0.17
O -3.01 1.98 -0.47
H 2.60 2.41 2.06
H 2.79 3.14 0.70
O 2.28 3.18 1.57
```

Computed properties:
- Kohn-Sham gap (alpha / beta) (eV) = 10.3 / 5.3
- spin multiplicity = 2
- net charge = +1
- max |F| (eV Å⁻¹) = 7.15
- LUMO level (alpha / beta) (Ha) = -0.1353 / -0.3164

Atom charges from the natural (NBO) analysis, given in e for atoms 1 to 4:
1 C 0.48
2 N -0.07
3 C -0.49
4 C -0.45



(5)
This record from the OMol25 dataset describes a molecular structure, C3H2AgFLiO3 at a distorted geometry. The level of theory is ωB97M-V with the def2-TZVPD basis set.

XYZ file:
```
11
C3H2AgFLiO3 | the OMol25 dataset | ωB97M-V with the def2-TZVPD basis set
O -0.83 -0.41 1.68
C -1.22 0.51 1.00
C 0.84 0.15 -0.62
O -0.30 0.83 -0.38
O -2.03 1.42 1.09
C 0.86 -1.25 -0.84
Li 0.58 -1.62 1.26
F 1.83 0.60 0.27
H 1.81 -1.66 -1.18
H -0.05 -1.64 -1.32
Ag -1.50 3.05 -0.94
```

Computed properties:
- Kohn-Sham gap (alpha / beta) (eV) = 4.0 / 8.5
- spin multiplicity = 2
- max |F| (eV Å⁻¹) = 6.23
- LUMO level (alpha / beta) (Ha) = -0.0488 / -0.0486

Atom charges from the natural (NBO) analysis, given in e for atoms 1 to 4:
1 O -0.78
2 C 1.03
3 C 0.78
4 O -0.68